{"formula": "C3H5N2O", "method": "wB97M-V/def2-TZVPD", "symbols": ["C", "N", "C", "C", "N", "O", "H", "H", "H", "H", "H"], "coordinates": [[0.5535, 1.2229, 0.1848], [0.3107, -0.1278, 0.4962], [-0.6467, -1.2886, -0.2396], [-0.3476, -2.3446, 0.5506], [0.5223, -2.0419, 1.5221], [0.8694, -0.8161, 1.4713], [1.4934, 1.5289, 0.6488], [0.6237, 1.3391, -0.8974], [-0.2547, 1.8626, 0.5578], [-1.2222, -0.9656, -1.0757], [-0.7179, -3.3552, 0.4871]], "forces_ev_per_angstrom": [[0.477, 1.670, 0.234], [-4.682, -6.616, -3.244], [3.974, 4.769, 3.070], [-0.078, 0.096, -0.068], [-0.194, -1.193, 0.273], [0.634, 1.685, 0.030], [-0.043, -0.007, -0.081], [0.069, -0.156, 0.098], [0.115, -0.179, 0.029], [-0.280, -0.045, -0.359], [0.010, -0.022, 0.018]], "e_above_lowest_kcal_mol": 130.1, "energy_ev": -8207.553, "multiplicity": 1, "gap_ev": 9.909, "homo_ev": -16.28, "lumo_ev": -6.372, "mol_weight_da": 85.09, "total_charge": 1, "smiles": "C[n+]1ccno1"}

***

{"formula": "C4H8O", "method": "wB97M-V/def2-TZVPD", "symbols": ["C", "C", "C", "C", "O", "H", "H", "H", "H", "H", "H", "H", "H"], "coordinates": [[-0.0950, 1.5220, -0.1909], [0.1794, -0.0892, -0.3299], [-1.1724, -1.0065, -0.2654], [1.3526, -0.5862, 0.3924], [1.4462, -0.3848, -1.0257], [-0.6032, 1.6046, 0.9000], [-0.5521, 1.7614, -1.0330], [0.9501, 1.9177, 0.0096], [-1.9729, -0.6085, -0.9871], [-1.0597, -1.9669, -0.1702], [-1.6179, -0.5633, 0.6750], [1.2231, -1.5625, 0.7449], [1.9218, -0.0380, 1.2803]], "forces_ev_per_angstrom": [[3.432, -4.439, 6.541], [-0.720, 1.246, 1.110], [-0.534, 9.004, -0.512], [0.054, 1.702, 1.758], [-1.088, -0.267, 1.020], [0.456, 0.218, -2.970], [-2.311, 2.058, -3.308], [-1.402, -0.024, -0.860], [1.425, -1.175, 0.403], [0.708, -5.350, 0.078], [0.565, -0.847, -0.534], [0.219, -1.870, -0.084], [-0.804, -0.255, -2.642]], "e_above_lowest_kcal_mol": 75.1, "energy_ev": -6321.913, "multiplicity": 1, "gap_ev": 11.102, "homo_ev": -10.14, "lumo_ev": 0.959, "mol_weight_da": 72.11, "total_charge": 0, "smiles": "CC1(C)CO1"}

***

{"formula": "C21H25ClN2O4S", "method": "wB97M-V/def2-TZVPD", "symbols": ["C", "O", "C", "C", "C", "C", "Cl", "C", "C", "S", "O", "O", "N", "C", "C", "C", "C", "C", "O", "N", "C", "C", "C", "C", "C", "C", "C", "C", "C", "H", "H", "H", "H", "H", "H", "H", "H", "H", "H", "H", "H", "H", "H", "H", "H", "H", "H", "H", "H", "H", "H", "H", "H", "H"], "coordinates": [[-2.1308, -0.4180, 3.1532], [-2.3852, 0.1697, 1.8946], [-3.6563, 0.2574, 1.4567], [-4.7731, -0.2447, 2.1268], [-6.0368, -0.1261, 1.5756], [-6.2062, 0.4981, 0.3500], [-7.7810, 0.6400, -0.3351], [-5.1088, 1.0116, -0.3248], [-3.8534, 0.8899, 0.2279], [-2.4627, 1.5719, -0.7003], [-3.0301, 2.2441, -1.8323], [-1.5950, 2.3138, 0.1619], [-1.6097, 0.2837, -1.2879], [-2.3034, -0.6076, -2.1836], [-1.2860, -1.2786, -3.1053], [-0.2087, -1.9846, -2.2851], [0.4485, -0.9963, -1.3160], [1.4194, -1.7187, -0.3894], [1.0765, -2.6481, 0.3133], [2.6824, -1.2460, -0.4240], [3.7081, -1.6798, 0.4952], [4.0141, -0.5941, 1.5405], [4.4869, 0.6606, 0.8624], [3.5834, 1.6541, 0.5021], [4.0094, 2.7807, -0.1802], [5.3455, 2.9276, -0.5113], [6.2535, 1.9447, -0.1545], [5.8255, 0.8180, 0.5246], [-0.6436, -0.3650, -0.4433], [-1.0529, -0.3554, 3.2877], [-2.4360, -1.4687, 3.1730], [-2.6307, 0.1277, 3.9582], [-4.6669, -0.7326, 3.0822], [-6.8919, -0.5206, 2.1015], [-5.2042, 1.5198, -1.2709], [-3.0093, -0.0019, -2.7527], [-2.8583, -1.3743, -1.6191], [-1.7958, -1.9925, -3.7534], [-0.8246, -0.5120, -3.7292], [0.5469, -2.4129, -2.9468], [-0.6484, -2.7978, -1.7040], [0.9551, -0.2090, -1.8799], [2.8880, -0.4144, -0.9567], [3.3343, -2.5824, 0.9825], [4.6156, -1.9187, -0.0681], [3.1079, -0.3940, 2.1142], [4.7807, -0.9721, 2.2182], [2.5393, 1.5513, 0.7644], [3.2951, 3.5444, -0.4497], [5.6797, 3.8076, -1.0403], [7.2983, 2.0567, -0.4055], [6.5375, 0.0530, 0.8010], [-0.2402, 0.4002, 0.2199], [-1.1017, -1.1597, 0.1614]], "forces_ev_per_angstrom": [[0.056, -0.132, 0.157], [-0.132, 0.078, -0.060], [-0.181, -0.121, 0.112], [0.351, 0.030, 0.054], [-0.020, 0.139, -0.257], [0.319, -0.045, 0.172], [-0.272, 0.030, -0.124], [-0.225, -0.019, 0.005], [0.735, 0.243, -0.259], [0.138, 0.108, -0.176], [-0.258, -0.281, -0.041], [-0.044, -0.266, 0.198], [-0.441, 0.808, 0.293], [-0.330, -0.193, -0.595], [-0.055, -0.038, 0.244], [0.096, 0.162, -0.136], [-0.281, -0.289, 0.257], [-0.079, 0.356, -0.510], [-0.249, -0.276, 0.273], [0.439, 0.232, -0.079], [-0.003, -0.142, 0.261], [0.013, -0.151, -0.245], [-0.045, -0.031, 0.168], [0.027, 0.008, 0.037], [-0.028, 0.089, -0.068], [0.018, 0.090, -0.041], [0.081, 0.004, -0.041], [-0.021, 0.018, -0.004], [0.556, -0.064, 0.434], [-0.071, -0.028, 0.037], [0.002, 0.048, -0.007], [0.000, -0.005, -0.049], [0.055, -0.041, 0.078], [-0.084, -0.029, 0.031], [-0.117, 0.029, -0.092], [-0.033, -0.200, -0.070], [0.009, 0.053, -0.019], [-0.017, 0.034, -0.033], [-0.031, 0.034, -0.100], [-0.014, -0.072, 0.022], [0.036, -0.041, 0.025], [0.028, 0.021, 0.028], [-0.184, -0.085, -0.037], [0.115, 0.055, -0.091], [-0.050, -0.038, 0.093], [0.008, -0.036, 0.055], [-0.016, 0.011, 0.063], [-0.098, -0.018, 0.059], [-0.057, 0.076, -0.026], [0.023, 0.071, -0.041], [0.080, 0.012, -0.019], [0.078, -0.084, 0.042], [0.106, -0.185, 0.070], [0.066, 0.068, -0.049]], "e_above_lowest_kcal_mol": 1.5, "energy_ev": -56711.107, "multiplicity": 1, "gap_ev": 9.438, "homo_ev": -8.84, "lumo_ev": 0.596, "mol_weight_da": 436.96, "total_charge": 0, "smiles": "COc1ccc(Cl)cc1S(=O)(=O)N1CCC[C@H](C(=O)NCCc2ccccc2)C1"}

***

{"formula": "CH2IOP", "method": "wB97M-V/def2-TZVPD", "symbols": ["C", "O", "P", "I", "H", "H"], "coordinates": [[1.9778, -0.5861, -0.1173], [-1.2601, 0.9107, 0.1964], [0.8024, -1.5683, 0.0863], [-3.1690, 1.1008, -0.0581], [2.7026, 0.1484, 0.0691], [-1.0537, -0.0056, -0.1763]], "forces_ev_per_angstrom": [[-1.746, -1.260, 0.801], [4.212, -1.928, -0.101], [1.097, 0.371, -0.457], [-4.467, 0.637, -0.513], [0.857, 0.646, -0.332], [0.048, 1.534, 0.603]], "e_above_lowest_kcal_mol": 74.4, "energy_ev": -20500.473, "multiplicity": 3, "gap_ev": [7.004, 7.028], "homo_ev": [-6.89, -9.78], "lumo_ev": [0.118, -2.753], "mol_weight_da": 187.90, "total_charge": 0}